Computed, not measured: C30H53BrN2O3SbSi2W as an isolated structure, with the ωB97M-V functional and the def2-TZVPD basis.

Each line ends with the Löwdin charge.
Element x y z (Å)
W  -0.0674  -0.0835  0.5575  1.709
C  2.2293  2.1958  2.1528  -0.148
Si  1.4750  0.9810  3.4247  0.531
C  2.8919  0.1911  4.3576  -0.133
C  0.2017  1.9736  4.3821  -0.123
N  0.6011  -0.2283  2.3834  -0.187
C  -0.1780  -1.2199  3.0367  -0.271
C  -0.2857  -1.3678  4.4154  -0.013
C  -1.1117  -2.3390  4.9491  0.001
C  -1.8546  -3.1628  4.1098  -0.004
C  -1.7527  -3.0385  2.7372  -0.023
C  -0.9008  -2.0896  2.1790  -0.273
N  -0.6662  -1.9071  0.7674  -0.179
Si  -1.1756  -3.3652  -0.2239  0.508
C  -0.2540  -4.8675  0.4095  -0.120
C  -0.6587  -3.1062  -2.0204  -0.210
C  -3.0508  -3.4608  -0.3395  -0.132
H  1.9398  3.2156  2.4161  0.057
H  1.9167  2.0330  1.1312  -0.025
H  3.3224  2.1833  2.1853  0.055
H  3.3886  0.9704  4.9410  0.061
H  3.6410  -0.2541  3.7014  0.038
H  2.5760  -0.5822  5.0595  0.041
H  0.7291  2.6816  5.0257  0.064
H  -0.4500  1.3770  5.0204  0.040
H  -0.4325  2.5526  3.7077  0.029
H  0.2795  -0.7288  5.0799  0.095
H  -1.1769  -2.4512  6.0227  0.136
H  -2.5067  -3.9202  4.5224  0.135
H  -2.3392  -3.6972  2.1153  0.087
H  0.8046  -4.8455  0.1467  0.039
H  -0.6834  -5.7566  -0.0585  0.065
H  -0.3261  -5.0008  1.4888  0.040
H  0.4098  -2.9828  -2.2026  0.004
H  -1.2182  -2.3050  -2.5075  -0.006
H  -0.9512  -4.0304  -2.5289  0.073
H  -3.5486  -3.8029  0.5677  0.037
H  -3.3080  -4.1782  -1.1219  0.061
H  -3.5084  -2.5072  -0.6099  0.038
Br  -4.3793  7.0593  1.8336  0.930
C  -3.4198  5.4817  1.5862  -0.636
C  -3.7811  4.3271  2.2946  -0.070
C  -3.1091  3.1546  2.0721  0.033
C  -2.0299  3.1218  1.1592  -0.143
C  -1.6492  4.3012  0.4803  0.031
C  -2.3453  5.4621  0.6838  -0.074
C  -1.3445  1.9175  0.9279  -0.479
O  -0.2326  1.8206  0.2253  -0.244
O  -1.7110  0.7434  1.3532  -0.075
H  -4.5895  4.3682  3.0113  0.125
H  -3.3895  2.2519  2.6002  0.138
H  -0.8201  4.2821  -0.2162  0.131
H  -2.0799  6.3666  0.1543  0.123
C  -0.1138  -1.5943  -4.7832  -0.111
C  0.9282  -0.6562  -4.2328  -0.420
C  2.3332  -1.1910  -4.3714  -0.104
Sb  0.5627  0.0160  -2.0705  1.540
C  -1.4093  1.0088  -2.4218  -0.505
C  -2.5308  0.1363  -1.8425  -0.137
C  -1.7173  1.3479  -3.8737  -0.104
C  1.8623  1.8690  -2.1022  -0.484
C  3.3450  1.5172  -2.2082  -0.124
C  1.4344  2.8207  -3.2058  -0.110
H  -0.0366  -1.5425  -5.8744  0.121
H  -1.1359  -1.3213  -4.5284  0.059
H  0.0714  -2.6268  -4.4968  0.078
H  0.8234  0.3466  -4.6501  0.080
H  2.4387  -2.1758  -3.9159  0.087
H  3.0880  -0.5234  -3.9621  0.057
H  2.5415  -1.3045  -5.4397  0.113
H  -1.3116  1.9407  -1.8705  0.063
H  -2.7572  -0.6877  -2.5213  0.083
H  -3.4476  0.7225  -1.7361  0.108
H  -2.3187  -0.3154  -0.8664  0.019
H  -1.9669  0.4638  -4.4574  0.071
H  -0.8940  1.8664  -4.3635  0.066
H  -2.5840  2.0130  -3.8982  0.108
H  1.6456  2.3108  -1.1311  0.051
H  3.6349  1.3982  -3.2518  0.080
H  3.6152  0.6100  -1.6700  0.052
H  3.9364  2.3427  -1.8061  0.101
H  1.5728  2.3767  -4.1925  0.081
H  2.0790  3.7022  -3.1618  0.106
H  0.4041  3.1606  -3.1013  0.069
C  2.9796  -2.5337  -0.3614  -0.055
C  2.9753  -1.5938  0.8225  -0.230
O  2.4840  -0.2753  0.3945  -0.238
H  3.3468  -3.5113  -0.0483  0.104
H  3.6386  -2.1643  -1.1469  0.091
H  1.9671  -2.6513  -0.7514  0.027
H  3.9807  -1.4696  1.2203  0.138
H  2.3135  -1.9534  1.6105  0.102
H  3.1013  0.3875  0.7208  0.080

Results
- Kohn-Sham gap (alpha / beta) (eV) = 5.28 / 5.30
- energy above the lowest of the compared OMol25 structures with the same formula, charge and spin (kJ/mol) = 42.84
- LUMO (alpha / beta) (eV) = -11.22 / -11.20
- total charge = +3

Computed, not measured: a 3-piece molecular cluster, C30H53BrN5O3 overall, with the ωB97M-V functional and the def2-TZVPD basis.

Each line ends with the Mulliken spin population.
Element x y z (Å)
C  1.6361  -3.9367  0.4187  0.000
C  1.6860  -3.7390  -1.1102  0.014
C  0.3339  -3.5345  -1.8092  -0.001
Br  0.3975  -4.2962  -3.6047  0.000
N  -0.7892  -4.1752  -1.1401  0.000
C  -1.7762  -3.5256  -0.5858  0.000
N  -2.7595  -4.2494  0.0334  0.000
N  -1.7996  -2.1489  -0.7295  0.000
C  -1.1678  -1.3685  0.3555  0.000
C  -0.3570  -0.2225  -0.2546  0.002
O  -0.4958  0.0331  -1.4329  0.000
C  0.5408  0.5661  0.6262  0.001
C  1.2403  -0.0189  1.6848  0.000
C  2.1035  0.7471  2.4518  0.000
C  2.2511  2.1002  2.1795  0.000
C  1.5545  2.6875  1.1275  0.000
C  0.7019  1.9233  0.3493  0.000
H  2.3801  -3.3007  0.8986  0.000
H  1.8996  -4.9596  0.6871  0.000
H  0.6683  -3.7174  0.8678  0.000
H  2.1494  -4.6221  -1.5479  0.001
H  2.3162  -2.8809  -1.3484  -0.013
H  0.0915  -2.4878  -1.9633  0.001
H  -0.8094  -5.1883  -1.1251  0.000
H  -2.4155  -4.8447  0.7802  0.000
H  -3.4739  -3.6466  0.4259  0.000
H  -2.7526  -1.8386  -0.8879  0.000
H  -0.5063  -2.0077  0.9394  -0.001
H  -1.9056  -0.9683  1.0539  -0.001
H  1.1307  -1.0738  1.9075  0.000
H  2.6650  0.3024  3.2620  0.000
H  2.9065  2.7115  2.7867  0.000
H  1.6757  3.7388  0.9038  0.000
H  0.1608  2.3605  -0.4797  0.000
C  3.5011  1.6269  -3.3812  0.022
C  4.2464  0.6496  -2.4365  0.029
C  5.4635  1.3115  -1.7729  0.029
C  6.6969  1.4406  -2.6620  -0.017
C  7.0383  0.0980  -3.3002  0.030
C  5.8659  -0.4945  -4.0803  0.006
N  4.6710  -0.5882  -3.1722  0.412
O  4.7398  -1.6079  -2.3969  0.531
C  5.5893  0.3585  -5.3262  0.020
C  6.2048  -1.8955  -4.5716  -0.005
C  3.2620  0.2568  -1.3390  -0.045
H  3.5271  1.3104  -4.4175  -0.016
H  2.4457  1.6826  -3.1138  -0.001
H  3.9115  2.6357  -3.3284  0.001
H  5.7381  0.7225  -0.8919  0.001
H  5.1553  2.2928  -1.4063  0.003
H  6.5461  2.2080  -3.4254  0.000
H  7.5384  1.7785  -2.0553  0.002
H  7.8885  0.1981  -3.9778  0.000
H  7.3388  -0.6053  -2.5174  0.004
H  4.7132  -0.0089  -5.8625  -0.011
H  6.4469  0.2837  -5.9944  0.000
H  5.4451  1.4142  -5.1147  0.001
H  6.5186  -2.5473  -3.7603  0.000
H  7.0208  -1.8269  -5.2909  0.001
H  5.3474  -2.3522  -5.0677  -0.001
H  2.4211  -0.3056  -1.7511  0.002
H  2.8711  1.1697  -0.8874  -0.001
H  3.7317  -0.3377  -0.5571  0.003
C  -7.5403  0.7159  2.7653  0.023
C  -6.3367  0.7989  3.7392  -0.008
C  -6.3632  2.0953  4.5648  0.032
C  -5.9030  3.3496  3.8237  -0.020
C  -4.5476  3.1146  3.1637  0.027
C  -4.5584  1.8991  2.2383  0.043
N  -5.0384  0.6945  2.9945  0.424
O  -4.1017  0.1637  3.6941  0.533
C  -5.4257  2.1997  1.0073  0.025
C  -3.1556  1.6049  1.7346  -0.070
C  -6.4501  -0.3814  4.6962  -0.006
H  -7.2422  0.7219  1.7226  -0.012
H  -8.0834  -0.2167  2.9137  0.000
H  -8.2426  1.5357  2.9164  0.000
H  -5.7214  1.9599  5.4406  0.001
H  -7.3777  2.2313  4.9425  0.004
H  -6.6479  3.6606  3.0869  -0.001
H  -5.8195  4.1724  4.5349  0.002
H  -4.2367  3.9895  2.5887  0.001
H  -3.7943  2.9632  3.9431  0.002
H  -5.5035  1.3243  0.3598  -0.014
H  -4.9550  2.9997  0.4355  0.000
H  -6.4295  2.5338  1.2502  0.003
H  -2.4342  1.4925  2.5412  0.003
H  -2.8174  2.4253  1.1001  -0.002
H  -3.1511  0.6919  1.1350  0.014
H  -6.3333  -1.3279  4.1673  -0.005
H  -7.4432  -0.3584  5.1458  0.001
H  -5.7117  -0.3402  5.4928  0.003

Results
- 2S+1 = 3
- <S²> = 2.01
- Kohn-Sham gap (alpha / beta) (eV) = 6.69 / 7.82
- LUMO (alpha / beta) (eV) = -3.30 / -3.30
- total charge = +1